w:
Entry from the OMol25 dataset: a cluster of 2 separate species, C2H3ClN2 in total (the ωB97M-V functional and the def2-TZVPD basis).

HOMO level (alpha / beta) in hartree: -0.3694 / -0.3742

Positions of all 8 atoms, in Å:
C 0.790 1.297 -0.040
C 0.858 -0.167 0.049
N 0.566 2.415 0.045
N -1.716 -1.383 -0.017
Cl -3.079 -0.692 -0.264
H 1.476 -0.411 0.989
H 1.298 -0.541 -0.864
H -0.193 -0.518 0.102

x:
Entry from the OMol25 dataset: a cluster of 2 separate species, C2H3ClN2 in total (the ωB97M-V functional and the def2-TZVPD basis).

HOMO level in hartree: -0.3892
SMILES string: [H]/N=C\Cl.C#N

Positions of all 8 atoms, in Å:
H -0.310 0.703 1.563
N -0.329 1.257 0.733
C -1.053 0.910 -0.178
Cl -2.107 -0.456 -0.391
H -1.266 1.611 -1.094
C 1.695 -1.311 -0.246
N 1.273 -1.445 0.833
H 2.097 -1.269 -1.219

The winner here is x, beating the second structure by 72.2 kcal/mol.